(1)
This record from the Open Molecules 2025 dataset describes C30H52Br4Cl4F4IK2LiN2O10S2 as an isolated structure at a distorted geometry. The level of theory is the ωB97M-V functional and the def2-TZVPD basis.

The geometry in XYZ format:
```
112
Properties=species:S:1:pos:R:3:mulliken_charge:R:1
C 3.531 1.274 3.144 -1.190
C 4.320 0.418 2.031 1.264
C 5.789 0.990 1.986 -1.259
C 6.766 0.218 0.941 -0.208
C 6.094 -1.007 0.272 0.724
C 5.300 -0.676 -0.914 -0.008
C 5.175 0.754 -1.527 -0.286
C 6.541 1.038 -2.329 -1.257
F 4.853 1.788 -0.614 -0.331
C 4.551 -1.735 -1.630 1.118
C 3.668 -1.491 -2.866 -0.627
O 3.956 -1.909 -3.958 -0.522
O 2.483 -0.771 -2.735 -0.328
C 1.453 -1.603 -2.114 0.923
C 1.597 -1.425 -0.525 -0.462
C 0.046 -1.064 -2.684 -0.603
C -1.174 -1.868 -2.068 -0.401
C -2.359 -0.836 -1.829 -0.584
C 4.694 -3.123 -1.114 -1.020
I 3.586 -4.658 -2.151 0.126
C 5.548 -3.398 0.039 1.689
C 5.643 -4.900 0.419 -1.461
C 4.388 -5.356 1.325 -0.890
N 6.218 -2.356 0.737 0.589
C 7.054 -2.677 1.877 -0.973
Br 6.433 -1.803 3.613 -0.169
C 8.614 -2.420 1.582 -0.135
C 9.465 -3.652 2.159 -1.010
H 4.222 2.108 3.486 0.377
H 2.636 1.796 2.703 0.194
H 3.288 0.677 4.056 0.256
H 3.732 0.543 1.090 -0.558
H 4.232 -0.653 2.339 0.030
H 5.782 2.094 1.754 0.377
H 6.245 0.896 3.015 0.442
H 7.055 1.012 0.194 0.227
H 7.698 0.000 1.518 -0.052
H 4.379 0.807 -2.327 0.333
H 6.328 1.219 -3.417 0.368
H 7.253 0.178 -2.182 0.266
H 6.946 1.994 -1.891 0.370
H 1.523 -2.677 -2.427 -0.202
H 1.719 -2.410 -0.006 0.160
H 2.496 -0.810 -0.251 -0.472
H 0.694 -0.881 -0.127 0.530
H 0.125 -1.162 -3.804 0.401
H 0.023 0.052 -2.454 -0.007
H -1.479 -2.641 -2.825 0.376
H -0.855 -2.394 -1.125 0.333
H -2.963 -1.230 -0.972 0.058
H -1.896 0.136 -1.508 -0.022
H -2.924 -0.725 -2.788 0.327
H 6.622 -5.184 0.912 0.189
H 5.612 -5.584 -0.478 0.544
H 3.984 -6.320 0.896 0.317
H 3.560 -4.604 1.282 0.302
H 4.772 -5.567 2.355 0.270
H 7.018 -3.761 2.142 0.456
H 8.766 -2.330 0.477 0.274
H 8.965 -1.510 2.152 0.272
H 9.184 -4.580 1.587 0.338
H 10.542 -3.379 2.047 0.423
H 9.155 -3.777 3.245 0.020
C -6.059 2.781 0.277 -0.853
O -5.075 3.681 -0.212 -0.276
C -5.466 5.036 -0.079 -0.485
C -4.244 5.925 0.073 -0.352
O -3.664 5.869 1.375 -0.498
C -2.965 4.667 1.698 -0.362
C -1.651 4.509 0.948 -0.573
O -1.887 4.064 -0.390 -0.186
C -0.874 4.451 -1.266 -0.222
H -6.971 2.854 -0.317 0.292
H -5.664 1.769 0.202 0.396
H -6.275 2.987 1.331 0.365
H -6.120 5.169 0.791 0.331
H -6.015 5.313 -0.990 0.370
H -4.563 6.962 -0.059 0.419
H -3.498 5.725 -0.698 0.076
H -3.608 3.795 1.578 0.103
H -2.735 4.745 2.763 0.415
H -1.036 3.748 1.446 0.407
H -1.116 5.465 0.949 0.381
H -0.764 5.540 -1.276 0.396
H -1.145 4.124 -2.271 0.404
H 0.087 3.978 -0.979 -0.621
F 2.082 -1.702 1.956 -0.866
K 7.447 -3.096 5.341 0.949
N -11.372 2.583 -1.385 -0.464
S -9.888 2.193 -1.019 1.022
O -9.422 0.862 -1.418 -0.366
O -9.343 2.734 0.216 -0.676
F -9.106 3.104 -2.090 -0.298
S -12.419 1.767 -0.521 1.137
O -13.750 1.845 -1.039 -0.631
O -12.304 1.851 0.906 -0.552
F -12.047 0.259 -0.818 -0.223
O -2.714 -2.641 1.032 -0.740
H -3.488 -2.100 1.202 0.188
C -8.537 -0.876 1.601 -0.236
Cl -8.806 0.472 0.481 0.062
Cl -7.304 -1.974 0.970 -0.020
Cl -8.069 -0.288 3.220 -0.206
H -9.467 -1.427 1.699 0.312
C -6.430 -4.656 -2.068 -0.318
Br -7.697 -3.269 -2.583 0.098
Br -5.847 -5.716 -3.588 -0.135
Br -4.935 -3.914 -1.088 -0.003
H -6.948 -5.331 -1.393 0.317
Li 1.581 2.768 -1.168 1.035
K -10.067 4.978 -0.463 1.014
Cl -8.512 -0.666 -2.617 -0.553
```

HOMO-LUMO gap   0.04366 Ha
E_tot   -16873.17519 Ha
LUMO energy   -3.32 eV

***

(2)
This record from the Open Molecules 2025 dataset describes a 9-piece molecular cluster, C30H52F2O15S3 overall at a distorted geometry. The level of theory is the ωB97M-V functional and the def2-TZVPD basis.

The geometry in XYZ format:
```
102
Properties=species:S:1:pos:R:3:mulliken_charge:R:1
F 3.556 1.095 -5.481 -0.313
C 3.948 0.986 -6.789 0.390
C 3.561 1.962 -7.766 -0.569
C 4.075 1.786 -9.108 -0.291
C 4.907 0.678 -9.373 -0.455
C 5.231 -0.206 -8.377 -0.283
C 4.757 -0.058 -7.090 -0.328
H 2.954 2.842 -7.617 0.393
H 3.885 2.493 -9.902 0.367
H 5.282 0.508 -10.372 0.351
H 5.891 -1.014 -8.655 0.331
H 5.037 -0.778 -6.335 0.408
F 2.558 -7.098 -6.582 -0.279
C 1.767 -6.335 -5.832 0.119
C 0.425 -6.147 -6.218 -0.124
C -0.501 -5.474 -5.398 -0.565
C -0.002 -4.991 -4.212 -0.086
C 1.286 -5.147 -3.733 -0.577
C 2.173 -5.929 -4.543 -0.236
H -0.069 -6.492 -7.114 0.350
H -1.550 -5.238 -5.496 0.352
H -0.609 -4.379 -3.561 0.293
H 1.530 -4.719 -2.772 0.374
H 3.148 -6.109 -4.116 0.379
C -5.849 -4.826 0.740 -0.916
S -6.431 -3.320 -0.111 0.508
O -6.837 -3.612 -1.526 -0.607
C -8.025 -3.152 0.818 -0.909
H -5.648 -4.583 1.783 0.348
H -4.940 -5.154 0.235 0.305
H -6.549 -5.660 0.803 0.322
H -8.582 -2.542 0.107 0.311
H -8.045 -2.763 1.836 0.358
H -8.455 -4.153 0.865 0.280
C -1.259 -7.533 8.886 -0.988
S -0.150 -6.797 10.162 0.493
O 0.228 -7.918 11.079 -0.608
C 1.231 -6.520 9.036 -0.846
H -2.232 -7.829 9.278 0.339
H -0.950 -8.431 8.351 0.324
H -1.596 -6.717 8.246 0.357
H 1.592 -7.497 8.711 0.292
H 1.961 -5.821 9.442 0.321
H 0.817 -5.961 8.197 0.315
C -1.188 1.199 1.766 -0.849
S -0.078 0.375 2.956 0.491
O -0.285 -1.091 2.887 -0.616
C 1.565 0.857 2.205 -0.827
H -1.308 0.492 0.946 0.324
H -0.602 2.019 1.350 0.287
H -2.186 1.491 2.096 0.313
H 1.316 1.313 1.246 0.251
H 2.251 0.037 1.994 0.338
H 2.149 1.503 2.861 0.290
C -6.655 6.683 -1.667 -0.591
O -6.613 5.421 -2.380 -0.304
C -5.471 4.908 -2.974 0.710
O -4.375 5.403 -2.911 -0.518
O -5.780 3.706 -3.623 -0.272
C -4.756 3.193 -4.455 -0.646
H -5.848 6.735 -0.936 0.293
H -7.625 6.639 -1.171 0.219
H -6.728 7.490 -2.396 0.281
H -4.373 3.950 -5.139 0.300
H -5.167 2.458 -5.146 0.255
H -3.916 2.772 -3.903 0.273
C -10.814 2.219 6.561 -0.725
O -9.668 2.954 7.016 -0.302
C -8.616 3.124 6.250 0.851
O -8.411 2.680 5.105 -0.616
O -7.803 3.886 6.878 -0.301
C -6.493 4.180 6.485 -0.674
H -11.105 1.259 6.988 0.295
H -10.796 1.925 5.511 0.323
H -11.753 2.760 6.676 0.285
H -5.978 3.429 5.886 0.323
H -5.831 4.363 7.332 0.265
H -6.468 5.087 5.881 0.277
C 2.156 8.053 1.095 -0.626
O 2.717 7.532 2.405 -0.305
C 2.188 7.806 3.630 0.759
O 1.214 8.525 3.893 -0.574
O 2.919 7.262 4.567 -0.293
C 2.508 6.932 5.840 -0.599
H 2.933 7.763 0.388 0.257
H 2.114 9.124 0.901 0.298
H 1.300 7.433 0.828 0.288
H 3.104 6.106 6.228 0.225
H 1.472 6.608 5.744 0.315
H 2.644 7.753 6.544 0.255
C 11.150 -2.074 -1.569 -0.675
O 12.057 -2.636 -2.471 -0.279
C 12.320 -2.118 -3.642 0.754
O 11.870 -1.113 -4.173 -0.563
O 13.241 -3.038 -4.130 -0.299
C 13.693 -2.848 -5.507 -0.627
H 11.120 -2.592 -0.610 0.259
H 10.133 -1.805 -1.854 0.316
H 11.454 -1.032 -1.469 0.300
H 13.033 -3.362 -6.206 0.260
H 14.654 -3.356 -5.436 0.229
H 13.898 -1.789 -5.662 0.323
```

HOMO-LUMO gap   0.33221 Ha
ΔE to the lowest compared entry with this formula, charge and spin   3.753 eV
E_tot   -3696.93559 Ha
LUMO energy   0.17 eV

***

Question: The highest E_tot belongs to which entry?
Answer: C30H52F2O15S3